{"formula": "C36H100As2F12N7O7", "method": "wB97M-V/def2-TZVPD", "de_lowest_ev": 0.1901, "charge": 5, "e_tot_ha": -8009.8027, "orbital_gap_ev": 8.15, "lumo_energy_ha": -0.338, "species": ["As", "As", "F", "F", "F", "F", "F", "F", "F", "F", "F", "F", "F", "F", "O", "O", "O", "O", "O", "O", "O", "N", "N", "N", "N", "N", "N", "N", "C", "C", "C", "C", "C", "C", "C", "C", "C", "C", "C", "C", "C", "C", "C", "C", "C", "C", "C", "C", "C", "C", "C", "C", "C", "C", "C", "C", "C", "C", "C", "C", "C", "C", "C", "C", "H", "H", "H", "H", "H", "H", "H", "H", "H", "H", "H", "H", "H", "H", "H", "H", "H", "H", "H", "H", "H", "H", "H", "H", "H", "H", "H", "H", "H", "H", "H", "H", "H", "H", "H", "H", "H", "H", "H", "H", "H", "H", "H", "H", "H", "H", "H", "H", "H", "H", "H", "H", "H", "H", "H", "H", "H", "H", "H", "H", "H", "H", "H", "H", "H", "H", "H", "H", "H", "H", "H", "H", "H", "H", "H", "H", "H", "H", "H", "H", "H", "H", "H", "H", "H", "H", "H", "H", "H", "H", "H", "H", "H", "H", "H", "H", "H", "H", "H", "H"], "coordinates": [[-0.35990, -7.08493, 3.24840], [0.34126, 0.29044, 0.98611], [-0.36307, -6.71015, 4.99154], [-2.03289, -7.75699, 3.21089], [-0.46045, 1.61783, 1.87020], [1.90038, 0.79433, 1.74437], [-1.19418, -0.20198, 0.19569], [-0.13954, -7.40064, 1.51003], [0.73314, 1.41117, -0.31944], [1.16425, -1.06303, 0.10257], [1.31032, -6.45749, 3.33887], [0.14036, -8.78577, 3.69912], [0.08821, -0.84703, 2.37482], [-0.86207, -5.45332, 2.97697], [-1.41050, 4.51302, -8.21822], [3.99390, -6.80117, -1.47833], [-7.72332, -4.35068, -4.11400], [3.27282, 4.99064, -3.58339], [4.36268, 4.95740, 2.23271], [-5.60198, 4.94400, -1.66644], [-3.00372, -2.76346, 5.71535], [-4.72917, -4.39215, -1.84534], [-4.63002, 3.80264, 0.73023], [6.21804, 4.37387, 4.65255], [4.33899, 2.76215, -2.29712], [-3.17715, 4.52238, -6.14154], [4.65308, -5.04689, 0.84583], [-0.19426, -2.36470, 6.30607], [-4.11612, -3.62149, 5.48530], [-1.30637, 4.46549, -4.43821], [-5.57816, -6.58006, -0.60929], [-0.81298, 4.26945, -6.96831], [-4.68835, -3.74224, -0.39909], [-6.46117, 2.06496, 0.67935], [-4.60549, -5.95414, -1.67024], [-3.60433, -3.76888, -2.77878], [6.37365, 3.05797, 6.82597], [3.48970, 5.85950, 1.46463], [6.80210, -6.31628, 1.13077], [4.24956, 4.29289, -4.34262], [-8.50005, -5.39681, -4.73050], [-2.55619, -2.76086, 7.08794], [6.16687, 5.70242, 5.42517], [-5.57030, 2.97890, -0.18388], [3.48705, 1.82477, -4.46374], [7.05576, 3.35285, 5.44836], [-6.10586, -3.93043, -2.42321], [-6.25087, 6.00504, -2.28112], [7.07878, 4.68529, 3.39201], [5.59155, -6.03250, 0.13619], [-6.51579, -4.80619, -3.57239], [-1.65163, 4.88717, -5.85551], [-2.19792, -4.16962, -2.36138], [4.75447, -7.22987, -0.43747], [3.02004, 6.35118, -3.92282], [-1.60030, -0.41181, 6.80683], [-0.49731, 4.47778, -9.28585], [-1.31351, -1.84600, 7.22287], [-6.43685, 3.98589, -1.02720], [4.85005, 3.86317, 4.40241], [4.45438, 2.85200, -3.82524], [3.04159, -7.76246, -2.03083], [7.37390, 3.38974, 2.59149], [3.93807, 4.81850, 3.55354], [-3.20033, 4.49788, -7.15097], [6.72170, -6.61841, 2.17497], [4.69661, 1.84614, -2.06662], [-7.92333, -6.19300, -5.20123], [-6.68847, -5.82531, -3.22644], [-3.91093, -4.59990, 5.91972], [-1.53259, 5.95870, -6.01597], [4.42921, 3.50792, 5.34304], [5.26897, 5.64929, 6.04083], [2.40921, 1.80766, -4.30228], [-3.64383, -2.68166, -2.71162], [-5.64181, -7.64669, -0.82457], [5.93888, -5.41974, -0.69567], [6.64266, 5.50050, 2.81467], [3.91456, 6.96904, -3.84426], [-0.29390, 3.52126, -9.76730], [3.62334, 1.93935, -5.53910], [7.08823, 5.85027, 5.98849], [-7.19194, 4.52203, -0.45231], [-0.30349, -2.30983, 5.30350], [4.27412, -5.42017, 1.70440], [0.49260, 4.88246, -9.07510], [4.90027, 3.50182, -1.89969], [-4.35587, -3.81523, 4.43979], [-6.86331, -4.03465, -1.64636], [3.11185, 6.69370, 2.05577], [4.00498, 6.23909, 0.58231], [7.07502, 2.63040, 7.54246], [-1.89670, 4.85944, -3.61093], [-3.70632, 5.26881, -5.71382], [7.36651, -5.38386, 1.11947], [3.92818, 5.75855, 4.10517], [5.23141, 4.75919, -4.42407], [-3.75883, -3.92439, -3.84651], [-0.68482, 0.17843, 6.76645], [0.71832, -1.98605, 6.51563], [-2.04943, -0.37930, 5.81420], [-2.50008, -3.69277, 7.65052], [8.25106, 2.84210, 2.93613], [-3.58053, -6.12261, -1.33983], [7.95801, 5.26463, 3.67382], [-3.72500, -3.96492, 0.05969], [6.12529, 6.56740, 4.76323], [5.04550, -4.17712, 1.17690], [-2.03852, -5.22824, -2.56638], [-5.49853, -4.19001, 0.17642], [2.26441, -7.91867, -1.28270], [6.47148, 2.77876, 2.57022], [7.13269, 2.40278, 4.91963], [3.83979, -4.94125, 0.25635], [-2.27404, 0.00735, 7.55415], [3.58140, 0.75817, -4.25988], [2.50120, -7.34322, -2.87955], [3.47702, -8.68986, -2.40288], [-2.01424, -3.96324, -1.30697], [-7.24999, 2.60523, 1.20278], [2.17312, 6.77335, -3.38190], [-4.38636, 4.66354, 0.26164], [4.91090, 2.90498, 3.88640], [2.56344, 5.37088, 1.16231], [-1.46205, -3.57978, -2.90790], [-6.89809, 3.54448, -1.91067], [-4.79713, -6.38761, -2.65181], [-9.17430, -5.00986, -5.49454], [-6.66248, -6.49730, -0.68335], [-0.27887, -3.35591, 6.48058], [5.48257, 2.43565, 6.74352], [7.67001, 3.74071, 1.60293], [-6.86092, 6.64990, -1.64859], [-5.03240, 4.04936, 1.62316], [-0.83511, 5.06605, -10.13905], [4.10127, -7.69064, 0.30355], [-5.07861, -3.35344, 5.92102], [-1.30893, 3.39028, -4.25925], [7.44789, -7.10179, 0.73830], [2.70505, 6.36249, -4.96625], [0.19790, 4.67093, -6.89729], [-3.45666, 3.61147, -5.80653], [-5.95323, -2.89201, -2.71730], [-5.26759, -6.31072, 0.40021], [-9.17146, -5.85769, -4.00600], [3.96577, 4.33046, -5.39436], [-5.46057, 6.63285, -2.69269], [-7.01694, 1.52339, -0.08611], [-3.32624, -2.17456, 7.58931], [-5.96054, 1.37848, 1.36215], [2.88421, 4.56195, 3.66151], [-0.76266, -1.98487, 8.15313], [3.45297, 2.76494, -1.81228], [8.04126, 3.81808, 5.46925], [5.48835, 2.57814, -4.03502], [-3.81485, 3.24818, 0.94970], [-0.89359, 3.18414, -7.02908], [-0.42631, 4.95257, -4.01828], [-4.72535, -2.65288, -0.39439], [5.42753, -8.02687, -0.75351], [6.09572, 3.92574, 7.42416], [-4.90405, 2.40190, -0.82520], [-6.90096, 5.73020, -3.11175], [-5.74304, -4.84156, -4.34031]]}